Record 1
DFT (wB97M-V/def2-TZVPD) results for a molecular structure, C2Br2F2O in a non-equilibrium geometry.

LUMO level   -0.9 eV
Highest occupied orbital energy   -0.329 Ha
Electronic energy   -5499.09569 hartree
Charge   0

```
7
Properties=species:S:1:pos:R:3:mulliken_charge:R:1
C 0.92 -0.06 0.40 0.556
C -2.79 0.54 0.65 -0.033
O -0.22 -0.34 0.51 -0.256
F 1.92 -0.93 0.45 -0.154
F 1.48 1.15 0.43 -0.143
Br -2.58 1.47 -0.94 -0.011
Br -2.75 -1.29 0.47 0.041
```

***

Record 2
DFT (wB97M-V/def2-TZVPD) results for a molecular structure, C4H24F12NaO24S4 in a non-equilibrium geometry.

LUMO level   3.6 eV
Highest occupied orbital energy   -0.086 Ha
Electronic energy   -4926.30885 hartree
Charge   -3

```
69
Properties=species:S:1:pos:R:3:mulliken_charge:R:1
Na 3.80 -3.09 -0.12 0.879
C 0.71 0.22 -0.56 0.372
F -0.47 0.79 -0.70 -0.096
F 1.66 1.09 -0.31 -0.198
F 0.66 -0.64 0.46 0.026
S 1.23 -0.82 -2.02 0.671
O 1.19 0.13 -3.15 -0.673
O 2.62 -1.21 -1.80 -0.616
O 0.34 -1.95 -2.16 -0.727
C 4.04 -2.91 3.72 0.532
F 5.33 -2.63 3.95 -0.228
F 3.94 -3.93 2.83 -0.249
F 3.46 -3.39 4.82 -0.244
S 3.09 -1.41 3.06 1.019
O 3.57 -1.28 1.68 -0.646
O 1.69 -1.77 3.22 -0.782
O 3.54 -0.36 3.96 -0.650
C -4.41 -0.93 0.46 0.548
F -3.36 -0.31 -0.06 -0.127
F -5.51 -0.20 0.24 -0.240
F -4.57 -2.10 -0.18 -0.251
S -4.22 -1.18 2.34 1.042
O -4.04 0.16 2.84 -0.724
O -5.48 -1.78 2.76 -0.709
O -3.07 -2.03 2.59 -0.776
C -1.53 5.45 1.47 0.590
F -1.17 4.36 0.74 -0.193
F -0.92 6.50 0.91 -0.270
F -2.83 5.61 1.28 -0.210
S -1.07 5.09 3.26 1.209
O -1.46 6.33 3.93 -0.751
O -1.90 3.98 3.70 -0.760
O 0.37 4.90 3.38 -0.687
O -3.82 2.65 1.86 -0.570
H -3.60 1.75 2.21 0.404
H -3.40 3.28 2.48 0.315
O -1.32 -0.10 -5.13 -0.691
H -0.73 0.66 -5.23 0.389
H -0.76 -0.82 -4.81 0.396
O -0.48 -3.30 -4.28 -0.658
H -0.32 -2.71 -3.52 0.360
H 0.39 -3.61 -4.53 0.301
O 1.65 -4.02 0.18 -0.524
H 1.35 -4.94 0.24 0.239
H 0.86 -3.54 -0.15 0.225
O 0.06 2.21 -4.61 -0.720
H 0.97 2.47 -4.75 0.318
H 0.11 1.63 -3.82 0.399
O 5.34 -1.03 -1.04 -0.564
H 5.93 -1.35 -1.73 0.273
H 4.46 -1.04 -1.45 0.554
O -3.56 3.03 -1.11 -0.635
H -3.60 2.47 -0.33 0.337
H -2.75 3.54 -1.00 0.272
O -1.17 -3.50 -0.49 -0.764
H -0.78 -2.88 -1.13 0.506
H -1.00 -3.14 0.43 0.466
O 1.94 -1.41 -5.32 -0.571
H 1.59 -0.75 -4.68 0.293
H 2.77 -1.03 -5.62 0.261
O 3.03 2.74 -2.65 -0.676
H 2.34 2.24 -2.21 0.347
H 3.30 2.18 -3.38 0.309
O -0.89 1.44 4.37 -0.647
H -0.39 1.21 3.59 0.266
H -1.16 2.36 4.24 0.422
O -0.56 -2.72 1.98 -0.610
H 0.27 -2.39 2.38 0.503
H -1.29 -2.28 2.48 0.392
```

***

Record 3
DFT (wB97M-V/def2-TZVPD) results for a gas-phase ion, C6H15N2 (charge +1) in a non-equilibrium geometry.

LUMO level   -8.7 eV
Highest occupied orbital energy   -0.540 Ha
Electronic energy   -346.70230 hartree
Charge   +1

```
23
Properties=species:S:1:pos:R:3:mulliken_charge:R:1
C -2.93 0.05 -0.02 -1.328
C -1.81 -0.95 -0.26 -0.227
C -0.92 -0.57 -1.45 -0.779
C 0.54 -1.02 -1.27 -0.857
C 1.38 0.07 -0.56 -0.514
N 0.75 0.63 0.56 0.078
C 1.57 1.46 1.39 -0.318
N 2.37 0.64 2.30 -0.373
H -3.60 -0.24 0.78 0.381
H -3.55 0.17 -0.91 0.323
H -2.51 1.02 0.26 0.313
H -2.20 -1.96 -0.38 0.397
H -1.18 -0.94 0.65 0.207
H -1.35 -1.03 -2.35 0.459
H -0.93 0.51 -1.61 0.399
H 1.02 -1.27 -2.21 0.343
H 0.57 -1.93 -0.66 0.391
H 2.38 -0.33 -0.32 0.535
H 1.59 0.86 -1.30 0.416
H 0.96 2.15 1.97 0.319
H 2.22 2.06 0.72 0.317
H 3.29 0.99 2.50 0.242
H 2.33 -0.36 2.17 0.274
```

***

Record 4
DFT (wB97M-V/def2-TZVPD) results for 2 unconnected molecules or ions with the total composition C13H25N4O2S2Si in a non-equilibrium geometry.

LUMO level   -4.2 eV
Highest occupied orbital energy   -0.420 Ha
Electronic energy   -1965.47491 hartree
Charge   +1

```
47
Properties=species:S:1:pos:R:3:mulliken_charge:R:1
C -4.12 1.21 2.09 -1.099
Si -3.27 0.57 0.55 0.455
C -3.07 2.02 -0.62 -1.194
C -4.27 -0.74 -0.35 -1.098
C -1.57 -0.25 0.94 -0.045
C -1.01 -0.19 2.33 -1.115
N 0.44 -0.47 2.19 0.239
C 1.22 -1.17 3.22 -0.364
C 2.11 -2.27 2.64 -0.894
S 3.90 -2.01 2.83 -0.104
C 4.12 -0.83 1.57 0.286
N 4.16 -0.97 0.29 -0.229
N 4.31 0.30 -0.23 -0.294
C 4.38 1.11 0.77 0.119
O 4.25 0.47 1.96 -0.237
C 0.92 0.00 1.09 0.268
S -0.23 0.71 0.04 -0.102
H -5.18 1.31 1.85 0.351
H -3.77 2.21 2.32 0.322
H -4.03 0.58 2.97 0.378
H -2.68 2.90 -0.10 0.353
H -4.06 2.26 -0.99 0.339
H -2.46 1.79 -1.49 0.415
H -3.98 -1.72 0.02 0.354
H -3.99 -0.72 -1.40 0.329
H -5.34 -0.60 -0.23 0.356
H -1.49 -1.23 0.47 0.459
H -1.11 0.80 2.78 0.315
H -1.48 -0.89 3.01 0.407
H 0.53 -1.57 3.95 0.373
H 1.84 -0.45 3.75 0.401
H 1.91 -2.41 1.58 0.491
H 1.93 -3.23 3.11 0.364
H 4.50 2.17 0.74 0.423
H 1.95 -0.07 0.78 -0.047
C 0.01 -0.54 -4.30 0.112
O -0.91 0.07 -4.80 -0.581
N 1.11 0.03 -3.76 0.148
C 2.16 -0.74 -3.14 -0.801
C 1.22 1.48 -3.81 -0.874
H 0.01 -1.65 -4.22 0.287
H 2.27 -0.44 -2.10 0.228
H 3.11 -0.57 -3.65 0.337
H 1.92 -1.80 -3.18 0.283
H 0.38 1.94 -3.29 0.195
H 1.20 1.83 -4.84 0.333
H 2.15 1.78 -3.34 0.357
```